A structure of composition C8H21AsNO3PdS at a distorted geometry. Source: the OMol25 dataset; level of theory: ωB97M-V/def2-TZVPD.

The geometry in XYZ format:
```
36
C8H21AsNO3PdS | the OMol25 dataset | ωB97M-V/def2-TZVPD
Pd -0.55 0.27 0.56
N 0.54 0.07 -3.40
C 0.49 0.52 -2.14
O 0.86 -0.18 -1.20
C 0.03 1.96 -1.97
C -0.73 2.22 -0.68
H 0.83 -0.88 -3.57
H 0.26 0.64 -4.17
H -0.57 2.24 -2.84
H 0.96 2.55 -1.99
H -1.81 2.29 -0.83
H -0.32 3.05 -0.10
C -4.22 -1.94 -0.23
S -2.44 -2.33 -0.15
C -2.28 -2.05 1.67
O -1.77 -1.13 -0.75
H -4.77 -2.74 0.27
H -4.51 -1.90 -1.27
H -4.41 -0.99 0.24
H -2.88 -2.78 2.20
H -2.61 -1.03 1.89
H -1.23 -2.18 1.94
C 1.57 -1.28 2.20
As 1.16 0.55 2.76
C 1.76 0.78 4.60
C 2.14 1.78 1.61
O -0.47 0.80 2.71
H 2.64 -1.42 2.09
H 1.07 -1.46 1.23
H 1.18 -1.98 2.95
H 2.83 0.59 4.68
H 1.21 0.09 5.24
H 1.55 1.80 4.93
H 3.20 1.78 1.88
H 1.74 2.79 1.71
H 2.02 1.45 0.57
```

Output
2S+1: 3
HOMO (spin up / spin down) in hartree: -0.3994 / -0.4532
Gap between HOMO and LUMO (spin up / spin down) in eV: 8.85 / 8.44
Relative energy (zero: lowest compared OMol25 entry of this formula, charge and spin) in kcal/mol: 20.9
Net charge: +1